6
Properties=species:S:1:pos:R:3:lowdin_charge:R:1 method="wB97M-V/def2-TZVPD" de_lowest_ev=4.397 total_energy_ev=-6092.6147 homo_ev="-8.7 / -8.7" lumo_ev="-0.5026 / -0.5019" gap_ev="8.22 / 8.22"
C -0.87 -0.16 0.03 -0.184
N 0.03 -1.00 -0.14 -0.023
N 1.77 -0.17 -0.06 0.092
O 1.49 0.92 -0.01 -0.016
H -1.83 -0.50 -0.22 0.048
H -0.59 0.90 0.40 0.083